1.
The following is a quantum chemistry calculation of a structure of composition C3H31NO14S, from the Open Molecules 2025 dataset.

Values from the calculation:
energy relative to the best compared isomer or geometry (same formula, charge and spin) = 501.2 kJ/mol
HOMO energy = -0.3412 Ha
electronic energy = -44600.87709 eV
charge = 0

Geometry (Å):
O: 0.907 -1.079 2.195
C: 0.637 -1.811 1.299
O: 0.342 -3.102 1.451
C: 0.599 -1.411 -0.169
C: 0.396 -2.516 -1.199
S: 1.501 -3.965 -1.453
N: -0.401 -0.420 -0.522
H: 0.449 -3.434 2.341
H: 1.604 -1.041 -0.385
H: 0.247 -2.046 -2.167
H: -0.557 -3.042 -1.078
H: 2.728 -3.460 -1.301
H: -0.157 0.428 -0.044
H: -1.356 -0.707 -0.334
H: 3.847 1.284 -1.376
H: 3.186 2.368 -0.596
O: 3.462 2.153 -1.452
H: -2.777 -0.294 -2.355
H: -2.317 0.739 -3.205
O: -1.949 -0.056 -2.833
H: -5.174 -0.433 1.288
H: -4.128 -1.177 2.015
O: -4.526 -1.109 1.144
H: -1.454 3.320 2.262
H: -1.197 2.189 1.329
O: -1.417 2.366 2.262
H: -2.585 -1.623 3.992
H: -1.921 -0.332 3.587
O: -2.614 -0.947 3.290
H: 3.838 -0.466 -0.966
H: 4.299 -1.392 0.146
O: 3.961 -0.488 0.007
H: 0.392 1.512 -2.469
H: -0.286 0.197 -2.841
O: 0.602 0.611 -2.874
H: 0.134 0.229 3.674
H: -0.810 1.539 3.926
O: -0.501 0.662 4.253
H: -3.297 1.869 2.017
H: -3.762 0.636 2.793
O: -4.092 1.463 2.405
H: 3.092 -0.630 -3.273
H: 2.159 0.145 -2.556
O: 3.162 0.034 -2.562
H: 1.286 2.424 -0.054
H: 0.336 1.533 -0.813
O: 0.343 2.169 -0.103
H: 0.636 1.899 -3.128
H: 2.051 2.587 -2.894
O: 1.084 2.624 -2.677

Here are the natural (NBO) charges for atoms 1 to 6, given in e: -0.616, 0.804, -0.678, -0.184, -0.510, -0.039

=====

2.
The following is a quantum chemistry calculation of the molecule C5H9NO, from the Open Molecules 2025 dataset.

Values from the calculation:
energy relative to the best compared isomer or geometry (same formula, charge and spin) = 171.1 kJ/mol
HOMO energy = -0.3417 Ha
electronic energy = -8867.43914 eV
charge = 0

Geometry (Å):
C: 1.249 -0.908 -0.157
C: 0.194 0.210 -0.068
C: 0.755 1.602 -0.376
N: -1.054 -0.137 -0.778
C: -1.700 -0.731 0.393
C: -0.678 0.070 1.204
O: -0.638 0.520 2.314
H: 2.230 -0.576 0.193
H: 1.351 -1.220 -1.204
H: 0.962 -1.796 0.419
H: 1.765 1.558 -0.791
H: 0.794 2.212 0.533
H: 0.108 2.113 -1.093
H: -1.010 -0.635 -1.653
H: -2.754 -0.468 0.505
H: -1.573 -1.815 0.559

Here are the natural (NBO) charges for atoms 1 to 6, given in e: -0.618, 0.002, -0.626, -0.624, -0.339, 0.624

=====

3.
The following is a quantum chemistry calculation of the molecule C19H17BrF3N3O3, from the Open Molecules 2025 dataset.

Values from the calculation:
energy relative to the best compared isomer or geometry (same formula, charge and spin) = 9.0 kJ/mol
HOMO energy = -0.3479 Ha
electronic energy = -108786.25087 eV
charge = 0

Geometry (Å):
O: -2.173 1.756 2.052
C: -1.906 1.415 0.912
C: -2.293 2.306 -0.235
C: -2.127 3.675 -0.091
C: -2.525 4.538 -1.098
C: -3.118 4.036 -2.245
Br: -3.638 5.278 -3.571
C: -3.320 2.665 -2.391
C: -3.980 2.078 -3.615
F: -4.072 0.740 -3.530
F: -5.226 2.543 -3.789
F: -3.288 2.348 -4.735
C: -2.899 1.811 -1.381
N: -1.316 0.220 0.612
C: -0.394 0.051 -0.512
C: 1.033 0.382 -0.070
C: 1.484 -0.341 1.199
C: 0.401 -0.301 2.274
C: -0.983 -0.653 1.737
C: 2.880 0.113 1.703
C: 3.423 -1.303 1.426
N: 2.084 -1.685 0.974
C: 1.629 -2.816 0.404
O: 0.508 -2.946 -0.066
C: 2.628 -3.922 0.342
C: 3.322 -4.593 1.388
N: 4.026 -5.592 0.946
O: 3.816 -5.618 -0.420
C: 2.976 -4.637 -0.751
H: -1.693 4.061 0.822
H: -2.387 5.605 -0.995
H: -3.061 0.747 -1.485
H: -0.460 -0.982 -0.846
H: -0.679 0.702 -1.333
H: 1.738 0.174 -0.880
H: 1.089 1.456 0.140
H: 0.679 -0.968 3.094
H: 0.364 0.716 2.675
H: -1.735 -0.521 2.509
H: -1.007 -1.679 1.373
H: 3.335 0.900 1.105
H: 2.891 0.401 2.752
H: 4.179 -1.370 0.642
H: 3.771 -1.846 2.305
H: 3.317 -4.384 2.447
H: 2.706 -4.562 -1.791

Here are the natural (NBO) charges for atoms 1 to 6, given in e: -0.613, 0.666, -0.151, -0.137, -0.240, -0.041

=====

4.
The following is a quantum chemistry calculation of the molecule C3H4O3, from the Open Molecules 2025 dataset.

Values from the calculation:
energy relative to the best compared isomer or geometry (same formula, charge and spin) = 44.7 kJ/mol
HOMO energy = -0.3702 Ha
electronic energy = -9318.23762 eV
charge = 0

Geometry (Å):
C: 1.412 1.258 0.363
C: 0.788 -0.008 -0.133
O: 1.360 -0.895 -0.702
C: -0.717 -0.094 0.177
O: -1.179 -0.094 1.285
O: -1.437 -0.159 -0.935
H: 1.189 1.362 1.423
H: 2.486 1.243 0.198
H: 0.970 2.105 -0.162
H: -2.385 -0.250 -0.738

Here are the natural (NBO) charges for atoms 1 to 6, given in e: -0.721, 0.505, -0.481, 0.696, -0.569, -0.662

=====

5.
The following is a quantum chemistry calculation of the molecule C2H6N2S, from the Open Molecules 2025 dataset.

Values from the calculation:
energy relative to the best compared isomer or geometry (same formula, charge and spin) = 67.9 kJ/mol
HOMO energy = -0.3270 Ha
electronic energy = -15986.09522 eV
charge = 0

Geometry (Å):
H: 1.708 -2.083 0.398
N: 1.900 -1.057 0.279
C: 0.902 -0.442 -0.222
N: 1.034 0.876 -0.571
S: -0.779 -0.969 -0.741
C: -1.637 0.121 0.462
H: 1.834 1.311 -0.070
H: 0.683 1.238 -1.466
H: -2.361 -0.490 1.115
H: -0.935 0.766 0.975
H: -2.350 0.730 -0.159

Here are the natural (NBO) charges for atoms 1 to 6, given in e: 0.356, -0.696, 0.312, -0.872, 0.138, -0.739

=====

6.
The following is a quantum chemistry calculation of a cluster of 2 separate species, C4H14N3 in total, from the Open Molecules 2025 dataset.

Values from the calculation:
energy relative to the best compared isomer or geometry (same formula, charge and spin) = 46.4 kJ/mol
HOMO energy = -0.5398 Ha
electronic energy = -8839.54175 eV
charge = +1

Geometry (Å):
C: -2.187 -0.918 -0.355
C: -2.268 0.130 -1.481
H: -2.290 -1.922 -0.769
H: -1.192 -0.963 0.091
H: -2.968 -0.725 0.357
H: -1.823 1.076 -1.145
H: -3.289 0.458 -1.654
H: -1.774 -0.259 -2.349
C: 1.005 1.768 -0.729
C: 1.025 -0.202 0.741
N: 0.686 1.063 0.513
N: 1.591 -0.934 -0.198
N: 0.533 -0.840 1.842
H: 0.633 1.640 1.339
H: 1.963 -0.560 -1.055
H: 1.561 -1.943 -0.148
H: 0.362 -0.225 2.636
H: 1.230 -1.480 2.223
H: 0.377 1.408 -1.541
H: 2.065 1.691 -0.969
H: 0.773 2.810 -0.598

Here are the natural (NBO) charges for atoms 1 to 6, given in e: -0.602, -0.611, 0.213, 0.167, 0.219, 0.181

=====

7.
The following is a quantum chemistry calculation of a cluster of 2 separate species, C4H12 in total, from the Open Molecules 2025 dataset.

Values from the calculation:
energy relative to the best compared isomer or geometry (same formula, charge and spin) = 122.1 kJ/mol
HOMO energy = -0.4169 Ha
electronic energy = -4341.26316 eV
charge = 0

Geometry (Å):
C: 0.553 -1.728 0.775
C: 1.455 -2.797 0.091
H: 0.952 -1.610 1.750
H: 0.288 -0.920 -0.003
H: -0.401 -2.103 1.037
H: 0.815 -3.429 -0.489
H: 2.017 -3.479 0.717
H: 2.039 -2.258 -0.557
C: -0.906 1.588 -0.184
C: -1.005 3.047 -0.544
H: 0.010 1.291 0.305
H: -1.795 1.289 0.253
H: -0.931 0.966 -1.225
H: -1.897 3.382 -1.150
H: -0.097 3.180 -1.161
H: -1.096 3.582 0.386

Here are the natural (NBO) charges for atoms 1 to 6, given in e: -0.625, -0.605, 0.215, 0.217, 0.198, 0.197

=====

8.
The following is a quantum chemistry calculation of a structure of composition C4H13N2O, from the Open Molecules 2025 dataset.

Values from the calculation:
energy relative to the best compared isomer or geometry (same formula, charge and spin) = 688.7 kJ/mol
HOMO energy = -0.5305 Ha
electronic energy = -9374.44571 eV
charge = +1

Geometry (Å):
C: -1.701 -0.331 1.369
C: -1.874 -0.166 -0.204
C: -0.589 0.062 -0.967
C: -0.027 -1.167 -1.420
N: 1.358 -1.216 -1.860
N: 0.087 1.182 -0.769
H: -2.568 -0.666 2.031
H: -0.886 -1.111 1.460
H: -1.360 0.702 1.772
H: -2.541 0.740 -0.339
H: -2.296 -1.085 -0.546
H: -0.530 -2.076 -1.666
H: 1.752 -0.254 -1.842
H: 1.996 -1.774 -1.237
H: 1.050 1.010 2.986
H: 1.695 1.234 3.424
H: -0.431 2.028 -1.104
H: 1.487 0.985 -0.182
H: 2.916 1.247 -0.760
O: 2.460 0.656 -0.145

Here are the natural (NBO) charges for atoms 1 to 6, given in e: -0.597, -0.481, 0.223, 0.303, -0.625, -0.546